48
Properties=species:S:1:pos:R:3:forces:R:3:mulliken_charge:R:1 method="wB97M-V/def2-TZVPD" homo_energy_ev="-15.39 / -15.39" lumo_energy_ev="-9.1 / -9.1" max_force_ev_per_a=1.18 de_lowest_kcal_mol=14.7 total_charge=+2
H 3.213370 -2.059580 -0.518405 -0.01 0.00 -0.06 0.173
C 3.530998 -1.387905 -1.303914 0.20 0.02 0.16 -0.375
H 4.245415 -1.840423 -1.983609 -0.07 0.01 -0.02 0.495
C -3.956766 -1.753652 0.165657 0.19 0.08 -0.05 0.796
H -6.256587 0.752101 0.422180 0.00 0.01 -0.01 0.433
O -0.071767 -2.654963 2.206410 -0.13 0.07 0.20 -0.538
C -1.543478 -2.913440 -0.537246 -0.12 0.11 0.01 0.929
C -0.297860 -3.583768 -0.995872 0.05 -0.02 -0.02 -1.173
Br 4.292514 0.180340 -0.539573 0.03 -0.07 0.00 -0.007
H 0.412002 -3.685601 -0.176109 0.03 -0.02 0.05 0.206
C 3.448766 5.267454 -0.510911 0.04 0.05 0.02 -1.416
F 2.629049 -1.835023 3.188520 -0.04 -0.01 -0.04 -0.168
N -1.621745 -1.572114 -0.511476 0.13 -0.31 0.05 0.119
S -1.659638 1.275900 -1.020394 0.94 -0.61 0.38 -0.221
N 1.229091 1.589472 -0.498019 -0.04 -0.05 0.31 0.155
C 2.673836 3.993278 -0.514181 -0.06 -0.11 0.02 1.004
F 1.085617 -0.762050 4.271827 -0.05 -0.01 0.04 -0.172
Br 1.966039 -1.058708 -2.430135 -0.81 0.28 -0.04 0.005
C -2.834968 -1.002419 -0.228733 -0.07 -0.08 -0.07 0.025
C -3.813813 -3.154972 0.239773 0.04 -0.03 -0.02 -0.753
C -2.632458 -3.716645 -0.142919 -0.01 0.05 0.00 -0.895
H 1.331699 1.658215 -2.565883 0.00 0.07 0.03 0.532
C 1.710219 -0.895401 3.125766 -0.08 0.01 0.10 0.649
C -5.310012 0.267106 0.233216 -0.03 0.00 0.02 -0.845
C -4.226203 1.007473 -0.224316 0.02 0.08 -0.01 -0.473
Os -0.046448 -0.103465 -0.495438 -0.46 0.15 -0.81 0.894
C 2.321386 3.343286 -1.695035 -0.04 -0.06 0.04 -0.948
H 2.887019 6.049650 0.001436 0.00 0.01 -0.01 0.364
C -5.174945 -1.091470 0.421081 -0.04 0.06 0.00 -0.706
H -0.532166 -4.582902 -1.355564 0.01 0.00 -0.02 0.559
H -2.504099 -4.789027 -0.150059 0.01 -0.01 0.00 0.467
C 2.254888 3.395688 0.676562 0.01 -0.03 -0.07 -0.860
C 1.541745 2.219654 0.645871 0.04 0.06 0.06 -0.252
O 1.285014 -1.397020 0.554893 0.22 0.03 0.36 -0.553
H 2.599194 3.751535 -2.656815 0.00 0.00 -0.01 0.399
H 0.176660 -3.021129 -1.793893 0.01 -0.01 -0.01 0.138
H 3.678058 5.603207 -1.518815 0.00 0.01 0.00 0.371
H -4.325829 2.069164 -0.411901 -0.02 0.01 0.00 0.487
F 2.259767 0.254886 2.764119 0.04 -0.06 0.04 -0.162
H 2.478011 3.850521 1.632075 0.00 0.00 0.02 0.480
S 0.485350 -1.414308 1.826362 0.43 -0.03 -0.17 0.995
C -2.992287 0.393063 -0.434296 -0.25 -0.05 -0.02 0.912
H -4.647891 -3.768498 0.556027 0.00 0.00 0.01 0.488
H -6.023010 -1.678005 0.751458 -0.01 -0.02 0.00 0.449
H 4.384144 5.136683 0.035556 0.01 0.01 -0.01 0.356
C 1.608369 2.164396 -1.650620 0.03 0.08 -0.10 -0.224
H 1.200030 1.753800 1.555666 -0.05 0.07 0.00 0.613
O -0.456274 -0.254362 1.589670 -0.08 0.26 -0.35 -0.752

44
Properties=species:S:1:pos:R:3:forces:R:3:mulliken_charge:R:1 method="wB97M-V/def2-TZVPD" homo_energy_ev=-8.77 lumo_energy_ev=0.1 max_force_ev_per_a=1.83 de_lowest_kcal_mol=0.0 total_charge=0
H -0.976486 -4.856443 0.880071 0.81 0.79 -0.46 0.328
N -2.480286 -1.644041 -1.722361 -0.20 0.48 0.35 -0.572
H 1.573604 -1.623512 -2.834319 -0.53 -0.12 -0.10 0.541
Cl 2.902030 4.173822 1.492290 -1.01 -0.77 -0.94 -0.183
O 1.354438 0.938253 -3.369586 -0.13 -0.25 -0.13 -0.703
C 0.537269 0.929954 -2.456430 0.80 -0.40 -0.69 0.206
C -0.139013 3.121745 2.131975 -0.08 -0.46 -0.52 -0.217
H -1.070548 1.550965 -0.111455 0.31 0.26 -0.35 0.423
C 1.788045 3.192404 0.512217 -0.14 -0.10 -0.40 0.378
C 0.763079 1.850541 -1.322769 -0.95 0.47 1.46 0.765
H 1.446938 1.360110 4.402395 -0.36 0.42 -0.11 0.325
C 1.632350 2.165441 3.679428 0.01 0.41 0.62 -0.947
C -0.223275 -3.666482 -0.837637 0.26 0.05 1.79 -0.470
C -1.947570 -1.819591 -3.062057 0.68 -0.46 0.83 -0.944
C 0.611559 -2.146418 -2.678139 -0.01 0.52 -0.21 -1.402
N -0.482615 0.035601 -2.374223 -0.86 0.28 0.60 0.015
H 1.898129 -1.063400 -0.486504 0.20 0.02 -0.13 0.413
C 1.316832 -1.939316 -0.230930 0.23 1.05 0.11 -0.290
S 2.311180 2.661935 -1.093145 -1.39 -0.21 0.96 -0.186
C -0.292122 -4.038231 0.539982 -0.32 -0.02 -0.51 -0.372
H -2.370356 4.357901 4.214984 1.15 -0.56 0.05 0.397
H 2.039092 1.680670 2.790627 -0.38 0.33 -0.13 0.338
C 0.491474 2.797198 0.836077 1.34 0.07 -0.49 0.294
H -0.366184 -0.939067 -4.220385 0.15 -0.18 0.28 0.433
H -1.919102 -2.164281 -1.049840 -0.49 0.03 -0.13 0.132
H -1.894010 -2.892913 -3.264342 0.22 0.00 -0.62 0.327
H -3.447789 -1.936940 -1.688549 0.10 -0.04 0.23 0.253
H 2.401596 2.831904 4.087156 -0.17 -0.20 -0.07 0.334
C -1.482146 3.875471 3.752496 -0.67 0.08 -1.65 -0.198
F 1.919928 -1.602759 2.069783 0.00 -0.15 -0.70 -0.315
C 0.548447 -2.568710 -1.210919 0.22 -0.63 -0.29 0.434
H -1.146472 0.090442 -1.585815 0.59 -0.20 -0.78 0.294
H -0.770495 -4.171794 -1.611452 -0.27 -0.40 0.02 0.425
Cl -2.632663 4.143809 1.169477 1.11 -0.44 0.65 -0.216
H -2.585213 -1.352799 -3.783046 -0.55 0.28 -0.34 0.544
C 0.449486 -3.337148 1.507679 -0.46 -0.55 -0.51 -0.464
N -0.394427 3.441157 4.353256 0.21 -0.37 0.04 -1.099
C -1.383037 3.657245 2.322950 -0.87 0.88 1.36 0.119
C -0.550945 -1.204972 -3.170680 1.14 0.49 0.56 -0.191
H 0.377130 -3.575432 2.558165 -0.02 -0.10 0.05 0.446
N 0.421643 2.961285 3.384666 -0.24 -0.27 -0.95 0.893
C -0.101081 2.033327 -0.264762 1.23 0.33 1.05 -0.866
H 0.602902 -3.005341 -3.360632 0.08 -0.10 0.36 0.486
C 1.268686 -2.301592 1.104306 -0.75 -0.24 -0.16 0.093

53
Properties=species:S:1:pos:R:3:forces:R:3:mulliken_charge:R:1 method="wB97M-V/def2-TZVPD" homo_energy_ev=-10.65 lumo_energy_ev=-3.4 max_force_ev_per_a=0.77 de_lowest_kcal_mol=1.3 total_charge=+1
H -4.771332 -1.422762 -2.122318 -0.03 0.02 0.00 0.329
C -4.897254 0.509201 0.532572 0.04 -0.11 -0.10 -0.171
O -0.488059 -1.543195 0.660496 0.02 -0.13 -0.12 -0.385
O -2.129716 1.992295 0.409108 0.13 -0.09 -0.06 -0.599
C 4.240919 1.391900 -0.164590 -0.01 -0.07 0.00 -0.288
H -0.081141 3.643873 0.282920 0.06 0.05 0.02 0.351
O -3.011024 -0.236242 3.464721 0.10 0.08 0.10 -0.708
H 1.531585 -0.712878 -3.857832 -0.01 0.00 0.01 0.454
O 0.321121 2.774357 0.153616 -0.07 0.05 -0.01 -0.405
H 3.346187 3.681766 2.805761 -0.01 0.00 0.01 0.420
H -1.395901 -0.724193 3.415876 -0.08 -0.02 0.01 0.426
C 3.589840 3.041558 1.968289 0.02 0.05 -0.02 -0.684
N -4.370859 -0.457176 -0.316956 -0.30 0.22 0.07 0.088
N -3.235309 -1.336817 1.493496 0.04 0.05 0.20 0.015
C 1.760920 -1.352871 -3.014768 0.01 0.07 -0.04 -0.724
O 1.602249 -0.977720 1.935124 -0.16 0.09 0.09 -0.385
C 2.182979 -0.792445 -1.815396 0.05 -0.08 0.00 0.012
H 2.624971 1.339285 2.815312 0.00 0.00 0.01 0.424
C 3.187523 1.716469 1.968851 -0.09 -0.07 0.03 -0.176
H 1.334055 -3.167304 -4.076620 0.00 0.00 -0.01 0.443
C -3.584730 0.309007 -2.557293 -0.13 0.06 -0.05 0.620
C 1.978688 -3.552423 -2.067636 -0.01 -0.01 -0.01 -0.724
C 2.411112 -2.991539 -0.874312 0.00 -0.02 0.01 -0.474
H -2.576780 -2.035043 1.818792 -0.02 0.02 -0.02 0.346
C -4.673617 -0.402075 -1.751298 0.06 -0.15 0.08 -0.820
P 0.107929 -0.729185 1.808050 0.16 0.12 0.07 0.749
C 3.498121 0.870565 0.900214 0.03 -0.09 -0.03 0.450
C -3.541639 -0.300002 2.374525 -0.15 -0.16 -0.22 0.426
C 1.655651 -2.732055 -3.139616 0.02 -0.03 0.00 -0.412
O -0.501521 -1.095845 3.170503 -0.01 -0.05 0.04 -0.523
Ta -1.277086 -1.063882 -1.165949 0.04 -0.47 0.61 1.478
H 2.258910 0.283404 -1.733435 -0.02 0.04 0.01 0.385
C -4.526073 0.604774 1.812615 -0.02 0.08 0.11 0.270
H -5.617095 0.119205 -1.874045 0.03 0.03 -0.05 0.442
H 3.877978 -1.840959 1.649165 0.06 0.01 -0.02 -0.252
F -4.992144 1.558727 2.600223 0.00 0.01 -0.01 -0.296
O -0.329174 0.639129 -0.899438 -0.05 0.20 0.06 -0.645
C 2.516388 -1.605368 -0.725321 -0.04 0.07 0.00 0.389
C 4.643356 2.718005 -0.168011 0.01 0.02 -0.02 -0.695
P -0.727197 1.615156 0.246134 0.02 -0.04 0.07 0.736
H 5.216491 3.105843 -0.999373 0.01 0.00 0.00 0.404
O -2.399006 -0.340301 -2.488274 -0.33 0.31 -0.59 -0.576
H 4.632340 4.578845 0.896932 0.00 0.00 0.00 0.422
H 4.516927 0.756838 -0.999003 0.01 0.01 -0.01 0.469
C -3.402610 -1.278867 0.143714 0.36 -0.07 -0.22 0.633
H 1.907769 -4.627315 -2.165446 0.01 -0.01 0.00 0.439
O -2.854074 -2.206385 -0.586103 0.01 0.01 -0.02 -0.691
O -3.766921 1.291523 -3.196371 0.04 -0.06 -0.01 -0.483
H 2.679845 -3.645377 -0.051952 -0.01 -0.01 0.01 0.404
O -0.192273 0.792883 1.568341 0.07 0.00 0.04 -0.041
C 4.314779 3.544523 0.896896 -0.01 -0.02 0.01 -0.433
Si 3.000564 -0.912454 0.927989 0.12 0.10 -0.08 0.163
H -5.596649 1.203527 0.091109 0.00 0.02 0.01 0.402

41
Properties=species:S:1:pos:R:3:forces:R:3:mulliken_charge:R:1 method="wB97M-V/def2-TZVPD" homo_energy_ev=-8.59 lumo_energy_ev=0.4 max_force_ev_per_a=1.01 de_lowest_kcal_mol=48.4 total_charge=0
H -2.683270 -1.142811 0.560431 0.05 -0.04 0.10 0.518
F -3.262642 0.664530 -3.516488 0.02 -0.03 0.09 -0.320
C -1.638331 -1.004380 -1.855857 0.83 -0.26 -0.51 0.412
C -2.846476 -0.343255 -1.402750 -0.53 0.28 0.13 0.380
C -3.610877 0.484669 -2.224989 -0.01 -0.15 0.29 0.551
H 0.811195 -2.022564 -3.649465 -0.03 0.08 0.09 0.400
C 2.117699 0.362772 0.919865 0.21 -0.06 0.10 0.480
C 2.710267 0.329924 2.190398 -0.21 0.08 -0.16 0.633
H 2.392160 0.665279 4.290551 0.07 -0.02 0.08 0.394
H 3.154811 0.827004 -0.908877 0.08 -0.14 0.09 0.290
C 0.426416 -1.456477 -2.799453 -0.03 0.54 -0.10 0.350
H -4.710527 -0.006584 1.411956 -0.02 -0.02 0.09 0.397
H 0.344947 0.790310 -0.180274 -0.05 -0.03 -0.11 0.449
H -1.369673 -0.986283 -3.992789 0.03 0.03 0.05 0.490
O 4.017835 -0.059455 2.237670 -0.22 0.06 -0.25 -0.419
H 4.694633 0.873742 3.963932 -0.02 -0.04 -0.01 0.366
H 5.678886 -0.441188 3.277989 -0.06 0.03 0.07 0.250
C -3.271842 -0.506168 -0.080580 -0.06 0.11 -0.16 -0.433
C 1.513839 -0.495606 -2.268462 -0.23 -0.50 0.00 0.163
H -5.302120 1.754910 -2.445768 -0.04 0.05 -0.08 0.456
C 0.044965 1.101485 1.911556 -0.10 0.05 0.04 -0.995
H -0.631826 0.409214 -3.189132 -0.03 -0.09 -0.03 0.365
H -0.986335 1.398760 1.797265 -0.10 0.04 -0.01 0.448
C 0.632449 1.062751 3.161325 -0.07 0.02 -0.04 -0.733
H 3.819458 -0.556916 -0.003707 -0.08 0.13 -0.11 0.408
N 2.110893 -0.919850 -1.145458 0.11 -0.32 0.28 -0.155
C -4.402207 0.131708 0.387038 -0.03 -0.04 0.11 -0.802
C -5.140528 0.952053 -0.453462 0.07 -0.03 -0.08 -0.304
C 2.900952 -0.048991 -0.303857 0.23 0.13 -0.04 -0.875
H 4.181268 -0.827450 4.160301 0.01 0.04 -0.02 0.370
C 1.957112 0.684252 3.303891 0.27 -0.08 0.14 -0.559
O 0.043527 -2.388869 -1.774009 0.47 -0.40 -0.51 -0.413
H 0.062909 1.329848 4.038990 -0.04 0.02 0.08 0.377
C 4.662456 -0.110837 3.486885 0.12 -0.02 0.20 -0.958
N -1.117735 -1.962737 -1.191126 -0.79 0.32 0.50 -0.482
O 1.758279 0.547552 -2.838278 0.00 0.30 -0.20 -0.675
C -4.745567 1.127568 -1.767427 0.05 0.02 -0.08 -0.681
C -0.846242 -0.655388 -3.093607 0.14 -0.26 -0.03 -0.881
H 1.757834 -1.770639 -0.727037 -0.08 0.15 -0.13 0.322
C 0.794396 0.753736 0.801222 0.12 0.00 0.11 0.022
H -6.022990 1.454377 -0.088412 -0.08 0.05 0.02 0.394

The records above yield total energy values of -200424.9078 -65547.0774 -75174.3074 -30780.9687 eV, respectively.